[1]
{
  "formula": "C9H9N2O2S",
  "method": "ωB97M-V/def2-TZVPD",
  "homo_ev": -12.88,
  "charge": 1,
  "e_above_lowest_kcal_mol": 0.00,
  "lumo_energy_ha": -0.180,
  "symbols": ["C", "C", "C", "C", "C", "C", "C", "C", "C", "N", "N", "O", "O", "S", "H", "H", "H", "H", "H", "H", "H", "H", "H"],
  "xyz": [[2.45357, 0.22261, -1.09996], [2.81354, 1.25823, -0.28350], [1.34006, -0.49942, -0.58610], [0.90118, 0.00365, 0.66808], [0.68316, -1.48774, -1.30079], [-0.29396, -2.55965, 0.58760], [-1.62369, 0.45341, 0.70128], [-0.39297, -0.30153, 1.45299], [-2.10937, 2.26626, -0.72407], [-0.01034, -2.35375, -0.68518], [-0.61155, -1.71782, 1.51483], [-2.59904, -0.16884, 0.53426], [-1.15027, 1.51738, 0.15705], [1.86103, 1.32606, 1.11984], [2.95060, -0.01584, -2.01751], [3.64600, 1.73717, -0.69475], [0.80819, -1.53131, -2.42413], [-0.29036, -3.66610, 0.80443], [-0.45052, 0.19677, 2.47313], [-3.09943, 2.25655, -0.24469], [-1.86533, 1.79796, -1.70644], [-1.78670, 3.39914, -0.55828], [-1.17380, -2.13317, 2.31191]],
  "forces_ev_per_angstrom": [[-1.011, 0.313, 1.114], [-0.518, -2.035, -1.289], [0.905, 1.832, 1.266], [0.055, -0.230, -0.136], [0.056, -0.313, -1.284], [0.300, -2.294, -1.088], [3.835, -2.448, 0.293], [-0.188, 2.646, -0.485], [1.777, 2.027, 1.333], [-1.039, -1.126, -0.164], [-1.445, -0.834, 2.161], [-2.980, -0.434, -0.238], [-1.116, 2.151, -0.372], [0.227, 0.238, 0.151], [0.149, -0.039, -0.306], [1.171, 1.786, 0.819], [-0.472, -0.092, 1.316], [-0.316, 1.334, 0.335], [0.716, -1.067, -0.985], [0.160, -0.729, -0.906], [-1.125, 0.953, 0.552], [-0.334, -2.532, -1.011], [1.191, 0.894, -1.075]]
}

***

[2]
{
  "formula": "C9H9N3O",
  "method": "ωB97M-V/def2-TZVPD",
  "homo_ev": -7.77,
  "e_above_lowest_kcal_mol": 199.19,
  "lumo_energy_ha": -0.008,
  "symbols": ["C", "C", "C", "C", "C", "C", "C", "C", "C", "N", "N", "N", "O", "H", "H", "H", "H", "H", "H", "H", "H", "H"],
  "xyz": [[1.79921, 0.32511, -2.15614], [1.94788, 0.91153, -0.92196], [0.82046, -0.71790, -2.24904], [1.23769, 0.43012, 0.18772], [0.02439, -1.02208, -1.20400], [0.20993, -0.48582, 0.04469], [-0.38277, -0.88002, 1.29565], [-0.25135, -1.11394, 4.14822], [-2.22378, 0.68420, 0.76710], [-2.02965, -0.04041, 2.85908], [0.59952, -1.93454, 4.53701], [-1.40031, -0.17594, 1.63316], [-1.40826, -0.73287, 3.89688], [2.39398, 0.74404, -2.91098], [2.27208, 1.90705, -1.00442], [0.52155, -1.21001, -3.24604], [1.41971, 0.79698, 1.18576], [-0.74877, -1.73072, -1.29310], [-3.25263, 0.66611, 1.10779], [-2.07032, 0.39125, -0.34030], [-1.80189, 1.81117, 0.79445], [1.47815, -1.65803, 4.93639]],
  "forces_ev_per_angstrom": [[-1.782, -1.780, 1.207], [-1.618, -0.600, -0.043], [0.829, 0.608, -3.375], [0.211, 0.783, -0.204], [-0.470, -0.589, 0.541], [1.901, 0.162, 0.412], [-0.471, -0.119, 1.688], [1.283, -1.895, -0.534], [1.784, 2.687, -2.212], [-1.305, 0.530, -0.357], [-2.801, 1.976, -0.859], [-0.418, -0.007, 0.069], [2.096, -1.043, 1.032], [0.301, 0.067, -1.472], [1.545, 1.029, 0.858], [0.943, 0.855, 1.514], [0.105, 0.389, 0.067], [-0.840, -0.875, -0.432], [0.020, -0.065, -0.145], [-0.541, 0.161, 2.007], [-1.054, -2.524, 0.231], [0.283, 0.253, 0.007]]
}

***

[3]
{
  "formula": "C9H9N3O2",
  "method": "ωB97M-V/def2-TZVPD",
  "homo_ev": -7.80,
  "e_above_lowest_kcal_mol": 146.62,
  "lumo_energy_ha": 0.018,
  "symbols": ["C", "C", "C", "C", "C", "C", "C", "C", "C", "H", "H", "H", "H", "H", "H", "H", "H", "H", "N", "N", "N", "O", "O"],
  "xyz": [[3.21785, -0.89005, 0.01412], [3.64157, 0.46881, -0.53488], [2.81820, 1.55487, -0.39458], [1.09629, 0.24363, 0.61790], [-2.41928, 1.06442, 0.06724], [-3.58405, 0.38203, -0.09485], [-3.55666, -0.94013, -0.24020], [-2.27809, -1.55574, -0.19136], [-1.16513, -0.76550, -0.16226], [1.43739, -1.76484, 0.80708], [4.52380, 0.46128, -1.14917], [3.03053, 2.59713, -0.70555], [0.94676, 2.20590, 0.58382], [-2.63533, 2.18093, 0.57448], [-4.59488, 1.01434, 0.00306], [-4.33560, -1.77114, -0.32970], [-2.29235, -2.67117, -0.40751], [-0.13693, -1.21878, -0.12331], [1.90021, -0.91482, 0.40404], [1.59435, 1.43415, 0.22569], [-1.16991, 0.61034, -0.12790], [3.96411, -1.83392, 0.06125], [-0.00284, 0.10824, 1.10259]],
  "forces_ev_per_angstrom": [[0.732, 1.598, -0.960], [-1.757, 0.143, 0.347], [0.927, -0.201, -0.087], [1.321, -1.717, 1.311], [1.083, 4.183, 1.209], [-4.515, 2.199, 0.952], [0.283, -4.558, -0.178], [-1.061, -0.934, -1.099], [0.323, -1.508, -2.662], [1.229, 1.006, -0.496], [0.260, 0.253, 0.228], [0.142, -1.001, 0.008], [1.712, -1.190, -1.237], [1.303, -2.581, -2.042], [2.353, -1.650, -0.233], [0.301, 2.160, 0.031], [0.663, 1.557, 0.707], [-2.302, -0.286, -1.603], [-1.600, 0.121, 0.735], [-1.396, 1.409, 0.877], [-6.106, 0.691, -3.763], [-0.092, -0.413, 0.090], [6.196, 0.719, 7.867]]
}